(1)
Formula: C27H65BaN3O34P6
Source: the OMol25 dataset
Level of theory: wB97M-V/def2-TZVPD

Last column: Löwdin charge in e.
Atoms and positions in Å:
H 0.90874 9.08785 -1.06155  0.085
O 4.68757 -1.57371 0.84869  -0.196
O -4.12513 -3.70192 2.69256  -0.205
O 2.93278 -1.94529 2.71930  -0.332
C 4.05937 -0.75592 -0.15882  -0.062
O 5.45512 -1.95733 3.22136  -0.196
C 0.42896 -0.78506 -1.52116  -0.021
H 1.27924 8.32469 -2.64966  0.089
H 3.01784 -0.57397 0.11662  0.076
H 1.99757 -6.26084 5.64808  0.091
O -6.34271 -0.12997 -1.73813  0.063
O 0.71067 -3.83839 -4.39323  0.062
O -4.62120 -1.40318 -1.89254  0.067
O -3.76117 4.08136 0.20093  0.042
C 5.65373 -3.37933 3.23877  -0.077
H -0.44406 1.75605 1.21648  0.070
O -3.01608 -4.94799 0.78527  -0.188
C -5.23740 -0.60271 0.21264  0.035
H 1.72618 -8.46587 1.84409  0.095
H 4.07192 -1.27070 -1.11559  0.095
H 1.03882 1.33806 -6.97985  0.084
H 3.78254 -0.02732 4.62014  0.090
H 3.25077 -7.77250 2.44599  0.091
H -4.40383 -1.96144 3.80848  0.092
H 0.92905 3.03862 -1.91088  0.082
H -0.69910 5.20854 -0.25200  0.074
O -2.05777 1.79273 -2.15810  -0.009
C -1.19362 -2.58612 -3.93494  0.061
H 2.36162 2.22696 -6.33954  0.090
O 1.17898 2.43049 4.83749  -0.204
P 0.84934 2.01709 3.33951  0.367
H -6.14930 -0.95969 0.68952  0.104
O -3.25533 -6.01536 3.00353  -0.214
C -1.37491 -0.75926 0.24851  -0.364
H 0.89992 1.84033 6.89829  0.094
O 2.93184 -5.09967 1.81026  -0.228
C -0.70060 5.29929 -8.62058  -0.109
H 2.66043 4.81694 2.74526  0.100
H 2.22821 -5.63128 -0.04481  0.097
O 0.37722 0.76735 -3.15944  0.017
C -4.48536 -6.70910 2.71860  -0.063
Ba 0.08262 -1.95389 3.11571  1.979
O 2.32660 4.95335 -6.18566  -0.218
P 4.24227 -1.38963 2.35957  0.381
C 2.19112 -4.75902 0.60360  -0.029
H 4.59633 0.18855 -0.23483  0.095
H -0.48977 5.41187 -9.68625  0.087
H -2.89507 0.69242 0.03488  0.093
H -5.03408 -6.11878 1.98873  0.087
H -0.86426 3.68836 -4.13016  0.081
H -1.58851 3.14503 1.36332  0.087
C -0.06310 3.44835 -4.82589  -0.101
H -4.97291 -6.93633 3.66341  0.092
H -0.09904 2.40013 -5.12067  0.070
H -1.44620 6.05691 -8.37872  0.088
H -4.01756 -4.17096 -0.86748  0.096
N -0.19209 -3.64112 -3.60767  -0.442
O 0.63669 -2.05692 0.49533  -0.205
H -2.25682 -3.87237 -0.77670  0.087
C -1.48339 0.82162 -1.60984  -0.344
O -0.14330 5.71238 -2.23313  -0.204
H 1.94220 2.61832 -0.53503  0.098
P -2.85504 -4.63705 2.31954  0.425
O 1.06221 0.62816 2.90454  -0.366
H 6.67056 -3.54941 2.90731  0.098
H -1.41500 -2.09446 -2.99244  0.076
P 1.41826 5.78588 -1.87842  0.385
O -1.53120 -4.07193 2.70593  -0.405
H 1.03046 4.67744 3.44447  0.089
H -2.08263 -3.09941 -4.29394  0.103
H -2.05670 1.55381 1.86931  0.084
C 0.01456 -1.30944 -0.28777  -0.366
C -2.01614 0.28594 -0.44122  -0.036
O 0.50607 5.64123 -7.92902  -0.203
H 3.53771 -7.06651 5.78135  0.092
H -3.39635 -2.94636 0.22381  0.048
H 0.86645 3.55641 -4.25885  0.075
H -4.19932 -7.67070 2.28921  0.093
O -5.74126 3.29108 -0.05590  0.059
H 0.09600 0.89845 5.63404  0.077
O 1.68800 4.65287 -0.78646  -0.233
O 1.56317 7.09935 -0.96993  -0.224
H -1.82439 4.76067 -1.52276  0.058
C 2.19683 -7.94845 2.67466  -0.096
O -0.16434 4.32990 -5.93984  -0.207
H -4.83925 -3.42925 4.61816  0.094
H 1.39748 -1.11519 -1.87525  0.114
H 5.20644 0.93859 4.27289  0.096
H -1.66019 6.45039 -1.03371  0.098
C 1.66634 4.39053 2.60729  -0.070
O 1.76433 2.97453 2.46062  -0.192
O 1.29238 -4.31137 3.62032  -0.410
O 3.41380 -5.73065 4.16295  -0.227
O -0.21416 -4.11098 -2.49170  0.043
O -1.89207 -1.22136 1.31300  -0.222
O 2.25473 5.71926 -3.07621  -0.204
C -3.18685 -3.91905 -0.21205  -0.044
C -1.10869 5.52407 -1.21337  -0.101
N -4.65595 3.62008 -0.47029  -0.441
O -0.65386 2.49476 3.12555  -0.192
C 0.41613 1.90350 5.92536  -0.070
N -5.39349 -0.71994 -1.25888  -0.428
C -1.20702 2.23692 1.82858  -0.075
H 4.88608 -3.96682 2.72678  0.061
C 3.06896 -6.12188 5.50550  -0.076
H 3.49152 -5.32596 6.11688  0.093
H -3.15181 -2.93320 4.42656  0.074
C -4.11478 -3.01274 3.91383  -0.122
C -4.33905 3.42437 -1.91617  0.046
H -3.61116 4.18360 -2.18016  0.077
H -5.21102 3.42424 -2.55807  0.101
C 4.19816 0.70027 3.92392  -0.073
H -4.36200 -1.13459 0.57044  0.058
H 2.26606 -8.60324 3.54765  0.090
H 1.16028 -4.50031 0.83398  0.074
H 0.32632 3.25890 -0.21237  0.060
H -0.72658 -1.89819 -4.62910  0.103
H 2.56497 8.75883 -1.58058  0.089
O 1.43373 -6.79533 3.01731  -0.199
H -1.07478 4.29487 -8.44282  0.082
P 1.08882 4.58209 -6.87830  0.375
C -0.20906 0.26707 -2.17400  -0.387
O 4.39944 0.18197 2.59375  -0.205
C 1.78267 2.08652 -7.25547  -0.117
P 2.19502 -5.39778 3.17530  0.393
C 1.18083 3.31242 -0.88635  -0.060
O 1.19115 3.26358 -7.77413  -0.213
H 1.30202 4.90397 1.71538  0.080
C 1.54034 8.38085 -1.59219  -0.101
H -0.43278 2.57744 6.06594  0.099
H 2.68975 -3.90819 0.15330  0.089
H 5.39764 -3.74724 4.23975  0.086
H -5.19705 0.43127 0.54954  0.091
H -3.82557 2.46057 -1.94741  0.066
H 3.62007 1.60937 3.79350  0.065
H 2.48122 1.63030 -7.95516  0.085

Results
Charge: 0

(2)
Formula: C27H67BFN4O9PSi
Source: the OMol25 dataset
Level of theory: wB97M-V/def2-TZVPD

Last column: Löwdin charge in e.
Atoms and positions in Å:
H -4.10068 -3.68533 -5.82610  0.118
H 3.41449 0.49927 -1.50123  0.074
C -1.63544 0.79633 -6.03441  -0.111
H -1.25041 1.47194 7.85915  0.075
C -4.90521 -3.01054 -7.67453  -0.230
C 5.30557 -0.96504 -2.99087  -0.118
H -1.45645 1.63971 3.47275  0.087
O -5.69686 -1.98443 -7.10793  -0.179
H 4.24150 -0.75659 -3.14866  0.082
H 1.17963 -4.97420 5.64301  0.060
H 1.98667 -6.29406 6.46008  0.073
H 1.42236 0.48936 8.33135  0.056
H -2.58640 -1.78848 8.11035  -0.052
H 1.33988 -0.58374 3.51950  0.058
H -0.60713 5.26004 -2.74175  0.118
H -0.78156 0.00714 0.32401  0.072
C -1.92419 -2.08142 -7.82587  -0.218
H 5.58482 1.42904 -3.03329  0.122
N -0.80134 3.33641 -1.96867  -0.045
H -0.41620 0.43933 2.71496  0.055
H 2.64514 3.00805 -0.21882  0.123
H -2.33541 5.24140 -4.38903  0.122
H -1.05046 -3.05252 6.56887  -0.027
H 3.36922 -1.24709 -0.34450  0.076
C 1.61937 -2.54542 4.33517  -0.212
H 0.11098 0.62213 9.49627  0.066
H -2.15231 0.36550 2.47042  0.084
H 5.85390 -0.70568 -3.90161  0.087
H 3.81648 -4.89653 6.61038  0.124
H 1.64893 -2.78306 3.27796  0.118
H -0.98014 4.58760 -0.31052  0.125
N -1.76380 -1.19616 8.10543  -0.347
C 3.26926 -1.02789 0.72201  -0.088
H -3.09716 4.80880 -2.86609  0.111
H -2.08899 0.12419 -5.29562  0.080
O 1.08524 2.26718 5.54188  0.064
C -2.38542 4.46182 -3.62444  -0.220
H -0.34070 -1.12643 -6.71969  0.121
H -3.27308 -4.32424 -7.23764  0.117
H -4.06360 2.87449 -2.60751  0.090
H -2.87421 1.62318 -3.04756  0.071
C -1.37833 0.58973 3.20246  -0.080
H -2.36768 0.15471 5.03598  0.110
H -5.55996 -3.88162 -7.76239  0.120
H -4.30709 1.86691 -4.04703  0.087
H -6.18970 -0.03688 -7.39900  0.087
C 2.92386 -3.03691 6.23413  -0.498
O 2.21537 -0.11650 0.97980  -0.201
C -1.47074 3.70336 -0.72837  -0.207
H -0.37012 -0.75537 -8.45151  0.121
H -1.77645 2.92083 1.23436  0.118
H -2.58749 -1.79798 -8.65516  0.108
Si -0.02918 -0.43637 5.51555  0.678
O 5.82020 -0.27617 -1.86912  -0.197
N 3.51117 1.49681 -1.36019  -0.044
O 2.85088 -3.04114 4.87132  -0.022
O -2.88878 3.30894 -4.27434  -0.199
O -2.18833 1.47244 -0.14221  -0.194
C -1.44405 0.31719 -0.48937  -0.105
H -4.83558 -0.59506 -8.39954  0.089
H 5.04677 2.87170 -1.04759  0.124
H -3.05956 -1.59533 -6.22362  0.071
H -0.35091 2.26241 0.41943  0.102
C 5.84098 1.13925 -2.01041  -0.219
N -2.65513 -2.43564 -6.61674  -0.051
C -0.99678 -0.91468 -7.56900  -0.221
H 0.96151 -5.22879 7.37634  0.070
H 4.22438 -0.65614 1.10103  0.093
P -0.64846 -1.83754 7.16648  0.611
H 2.95545 -4.19987 7.95330  0.115
H -2.15812 -0.48103 -0.68433  0.092
C 1.45439 -1.02960 4.50829  -0.227
H 1.26398 1.94768 9.27150  0.070
C 2.58045 1.25288 1.00488  -0.223
F -2.04121 -1.55904 4.02133  -0.091
C -3.71565 -3.41741 -6.81296  -0.203
C 2.89671 -4.38504 6.88789  -0.135
H 5.17378 1.43319 -0.01989  0.108
C 2.54005 1.92791 -0.36113  -0.200
C -0.97950 4.28239 -3.06395  -0.197
H -0.21580 2.90963 7.78604  0.094
H -0.33679 3.95445 -3.88480  0.119
H -1.33501 -2.94518 -8.14817  0.123
H 6.85993 1.47971 -1.80551  0.121
H 3.54828 1.37851 1.50485  0.113
H -1.13872 2.42906 -2.26374  0.071
C -0.23528 1.82553 7.70053  -0.200
H 3.03147 -1.96120 1.23354  0.080
O 3.04196 -2.01557 6.85593  0.111
C -3.55954 2.37981 -3.44112  -0.098
H -2.16279 1.74606 -6.00988  0.076
H -2.53367 3.94327 -0.87251  0.110
H -4.59814 -0.26230 -6.66829  0.070
H 1.54528 1.76328 -0.78232  0.096
C 1.67838 -5.25880 6.56278  -0.072
B 0.31289 1.39226 6.30896  -0.504
H 5.42921 -2.02969 -2.80117  0.087
H 2.35646 -0.59659 4.92497  0.079
H -0.58884 0.97008 -5.76318  0.092
C -1.58080 -0.28401 4.41903  -0.443
H -0.84053 0.47623 -1.39056  0.080
C -1.38930 2.57299 0.27199  -0.219
O -1.74280 0.27344 -7.34559  -0.192
H 0.55070 -2.17309 7.84446  -0.034
C 0.69158 1.17546 8.76851  -0.104
H 0.77354 -3.09711 4.74541  0.086
H -4.60414 -2.73706 -8.69309  0.110
H 1.83661 1.74710 1.63851  0.112
C -5.29621 -0.66108 -7.41036  -0.099
H 2.01706 2.25823 5.79450  0.109
C 4.89753 1.78830 -1.02310  -0.217

Results
SMILES: CCB(O)[Si@@](CCOC(=O)CC)([PH2]=N)[C@@H](C)F.COCCNCCOC.COCCNCCOC.COCCNCCOC
Charge: 0

E_HOMO, respectively: -0.259, -0.298 Ha.